One molecule with the formula C4H3FN2S in a non-equilibrium geometry. Source: the Open Molecules 2025 dataset; level of theory: the ωB97M-V functional and the def2-TZVPD basis.

Summary:
energy: -20725.96729 eV
structure (SMILES): NC1=C(F)C(=S)C=N1
LUMO energy: -0.0721 hartree
charge: 0
frontier orbital gap: 0.23837 Ha

Each line ends with the Löwdin charge.
Element x y z (Å)
N: 2.557 -0.383 -0.226  0.14
C: 1.351 0.151 -0.159  -0.41
C: 0.237 -0.565 -0.027  -0.32
F: 0.328 -1.909 0.225  0.06
C: -0.830 0.362 -0.094  -0.64
S: -2.461 -0.132 -0.066  0.67
C: -0.081 1.658 0.167  -0.08
N: 1.238 1.560 0.032  0.13
H: 2.560 -1.311 0.147  0.08
H: 3.560 0.058 0.348  0.25
H: -0.331 2.661 0.575  0.13